Entry 1:
{
  "formula": "C3H10N3S",
  "method": "wB97M-V/def2-TZVPD",
  "species": ["H", "H", "H", "S", "N", "H", "H", "H", "N", "N", "C", "C", "H", "H", "H", "H", "C"],
  "coordinates": [[2.381866, -2.175838, -0.896763], [0.168145, -2.226272, 2.268886], [-0.546676, 2.218200, 0.117623], [2.506821, 0.231351, -0.069596], [0.678271, -1.526210, 1.740815], [-2.601029, 0.062765, -0.875795], [0.525090, -0.098826, -0.489474], [-2.022541, 1.749465, 0.874186], [-0.488113, -0.354573, -0.858820], [1.231708, -2.010454, 0.598539], [-1.529256, 0.362275, -0.652698], [-1.476261, 1.641272, 0.007629], [-0.378674, -1.215195, -1.354404], [2.565472, 0.553914, -1.418204], [1.293926, -0.894946, 2.216655], [-2.063915, 2.282714, -0.490493], [2.074557, -1.511631, -0.202668]],
  "forces_ev_per_angstrom": [[1.38, -1.46, -2.70], [0.53, 0.17, -0.13], [0.16, -0.98, 0.01], [0.60, 0.26, -0.89], [0.54, 0.76, -1.77], [1.68, -0.30, -0.32], [-2.20, 0.51, -0.51], [-1.02, -0.79, 2.61], [1.54, 1.09, 0.57], [-0.48, -2.26, 0.89], [-0.78, -0.93, 0.38], [3.17, 0.17, 0.25], [-1.06, -0.76, -0.34], [0.11, -0.49, 0.98], [-0.15, 0.24, 0.78], [-2.27, 2.35, -2.81], [-1.75, 2.42, 3.00]],
  "mulliken_charge": [0.53, 0.25, 0.32, -0.26, -0.26, 0.36, 0.01, 0.39, -0.06, -0.28, 0.38, -1.26, 0.29, 0.24, 0.22, 0.44, -0.29],
  "homo_ha": -0.4676,
  "total_charge": 1,
  "e_above_lowest_kj_mol": 332.37,
  "multiplicity": 1
}


Entry 2:
{
  "formula": "C3H10N4",
  "method": "wB97M-V/def2-TZVPD",
  "species": ["C", "H", "H", "H", "H", "C", "H", "H", "C", "N", "N", "N", "H", "H", "H", "H", "N"],
  "coordinates": [[0.063075, -1.998990, -0.025762], [0.120060, -2.269804, -1.081830], [2.615047, 0.756986, -0.662661], [2.286027, -0.838995, -0.512014], [0.957138, 1.860148, 1.457655], [0.242250, 1.845819, 0.635646], [-0.722958, -2.589868, 0.439514], [1.020183, -2.245151, 0.430757], [-0.211896, -0.534150, 0.137905], [0.704380, 0.432007, -0.183949], [2.081987, 0.078961, -0.126213], [-1.388650, -0.155041, 0.508402], [0.444267, 2.601953, -0.119880], [-3.215409, 0.088363, -0.205264], [-0.754032, 2.057342, 1.005047], [-1.960583, 0.467595, -1.331609], [-2.280886, 0.442823, -0.365746]],
  "forces_ev_per_angstrom": [[1.12, -0.03, 0.92], [-0.06, 0.24, -0.09], [-0.19, -0.13, -0.10], [-0.59, 0.18, -0.08], [0.08, 0.20, -0.12], [2.83, -1.25, -1.73], [0.02, 0.28, -0.02], [0.21, -0.48, -0.01], [-0.96, 0.97, 0.13], [-2.17, 1.25, 1.19], [0.66, 0.96, 0.51], [-0.51, -3.14, -0.24], [0.35, 0.15, 0.20], [0.39, -0.21, -0.49], [-0.35, -1.35, -0.42], [-0.33, -0.18, 0.31], [-0.50, 2.54, 0.03]],
  "mulliken_charge": [-1.31, 0.29, 0.23, 0.22, 0.35, -0.80, 0.36, 0.37, 0.58, 0.31, -0.78, -0.51, 0.30, 0.23, 0.35, 0.18, -0.38],
  "homo_ha": [-0.2207, -0.2207],
  "smiles": "C/C(=N/N)N(C)N",
  "total_charge": 0,
  "e_above_lowest_kj_mol": 500.35,
  "multiplicity": 1
}


Entry 3:
{
  "formula": "C3H10N4",
  "method": "wB97M-V/def2-TZVPD",
  "species": ["H", "H", "N", "C", "N", "N", "C", "H", "H", "C", "H", "H", "H", "H", "H", "N", "H"],
  "coordinates": [[1.321322, 2.197094, -0.506576], [-0.704595, 0.272168, -1.316831], [0.711624, 0.298639, 0.216137], [1.607438, 1.147528, -0.551617], [-1.244852, 1.715513, 0.064968], [-1.459364, -0.626946, 0.423205], [-0.886321, -1.744103, 0.661489], [-2.119896, 1.855454, -0.424062], [-1.455582, -2.418403, 1.309298], [-0.698831, 0.405857, -0.221557], [2.624883, 1.028055, -0.183003], [0.530291, -3.204099, 0.369946], [-1.447424, 1.775158, 1.058875], [1.575939, 0.840604, -1.599795], [0.758284, 0.560037, 1.198986], [0.119477, -2.364526, -0.018800], [0.767607, -1.738029, -0.480664]],
  "forces_ev_per_angstrom": [[0.06, 0.22, -0.04], [0.04, 0.09, 0.13], [-0.32, 0.43, -0.32], [-0.08, 0.12, -0.05], [0.16, 0.28, -0.11], [0.56, 0.11, 1.25], [-1.70, -1.01, -0.75], [-0.03, -0.06, 0.02], [0.26, -0.03, 0.02], [0.60, -0.15, -0.27], [0.05, 0.01, -0.03], [-0.22, 0.28, 0.00], [-0.07, -0.08, -0.08], [0.09, -0.02, 0.02], [-0.09, -0.11, -0.11], [0.67, 0.06, 0.08], [0.01, -0.15, 0.23]],
  "mulliken_charge": [0.37, 0.45, -0.42, -0.96, -0.62, -0.59, -0.05, 0.24, 0.37, 0.08, 0.32, 0.24, 0.25, 0.29, 0.20, -0.41, 0.26],
  "homo_ha": -0.3230,
  "smiles": "CN[C@H](N)/N=C\\N",
  "total_charge": 0,
  "e_above_lowest_kj_mol": 43.55,
  "multiplicity": 1
}


Entry 4:
{
  "formula": "C3H10N4",
  "method": "wB97M-V/def2-TZVPD",
  "species": ["C", "H", "N", "H", "H", "N", "C", "H", "H", "H", "H", "N", "H", "H", "H", "C", "N"],
  "coordinates": [[0.153675, -0.588122, -0.008369], [2.050941, -0.277083, -2.573958], [0.975998, 0.156071, -0.939695], [2.456165, -1.149219, -1.289220], [-0.421126, -0.522481, 3.281283], [1.641029, -0.784542, -1.789374], [-0.822835, -0.407194, 2.268022], [-1.191130, 2.013904, -1.772448], [-0.199301, 2.041242, -0.448547], [0.646872, 0.842972, 1.410293], [0.076622, -1.673310, -0.092634], [-0.990802, 1.559307, -0.886052], [-1.551013, 0.409462, 2.272534], [-1.161041, -0.378408, -1.777954], [-1.332514, -1.343613, 2.023125], [-0.602729, 0.199142, -1.046651], [0.271190, -0.098127, 1.369643]],
  "forces_ev_per_angstrom": [[-0.99, 2.37, 1.68], [-0.25, 0.09, 0.19], [-1.05, -1.38, -0.49], [-0.34, 0.15, 0.13], [-0.19, 0.02, -0.05], [0.66, -0.38, -0.83], [0.17, 0.64, 0.37], [0.13, -0.24, 0.14], [-0.56, -0.06, -0.26], [-0.35, -0.28, -0.02], [0.23, 0.23, -0.06], [-0.30, 0.04, 0.72], [-0.31, -0.21, 0.10], [0.44, 0.14, -0.23], [0.22, 0.16, -0.24], [1.94, 0.03, -0.04], [0.57, -1.34, -1.13]],
  "mulliken_charge": [-0.27, 0.24, -0.15, 0.24, 0.28, -0.70, -0.82, 0.25, 0.28, 0.29, 0.46, -0.60, 0.27, 0.43, 0.32, -0.19, -0.33],
  "homo_ha": -0.2864,
  "smiles": "CN[C@H]1[C@@H](N)N1N",
  "total_charge": 0,
  "e_above_lowest_kj_mol": 255.52,
  "multiplicity": 1
}


Entry 5:
{
  "formula": "C3H10N4",
  "method": "wB97M-V/def2-TZVPD",
  "species": ["H", "N", "H", "C", "H", "C", "H", "H", "H", "N", "H", "H", "H", "C", "N", "N", "H"],
  "coordinates": [[0.153376, -2.490561, -1.590069], [-1.538832, 2.028766, 0.570434], [1.571701, 2.175614, 1.182142], [1.067710, -1.915568, -1.518344], [-2.079431, 1.480090, -0.077257], [-0.223285, 1.703396, 0.678774], [-1.843608, 2.961858, 0.824200], [1.199994, 0.396170, -1.032923], [1.806888, -2.314439, -0.826216], [-0.912842, -1.212470, 0.711610], [-1.074698, -1.416330, 1.683773], [1.027976, -0.656551, 1.040371], [-1.735623, -1.078044, 0.141685], [0.179557, -0.473604, 0.375027], [0.314786, -0.075944, -0.892413], [0.608562, 2.497699, 1.202912], [1.477771, -1.610082, -2.473706]],
  "forces_ev_per_angstrom": [[0.10, -0.03, 0.00], [-0.11, -0.60, -0.09], [-0.16, -0.25, 0.26], [-0.97, 2.24, -0.18], [-0.15, 0.30, 0.11], [0.54, -1.44, 1.19], [0.09, -0.16, -0.25], [-0.10, 0.19, 0.20], [-0.15, 0.30, 0.15], [-0.12, -0.35, -0.33], [0.04, 0.11, -0.10], [-0.06, 0.25, -0.05], [0.06, -0.01, 0.12], [-0.96, 3.08, 2.44], [1.62, -3.97, -3.01], [0.31, 0.53, -0.40], [0.02, -0.21, -0.04]],
  "mulliken_charge": [0.26, -0.45, 0.22, -0.76, 0.18, 0.49, 0.27, 0.33, 0.29, -0.43, 0.22, 0.40, 0.25, -0.22, -0.52, -0.82, 0.29],
  "homo_ha": [-0.2425, -0.2404],
  "total_charge": 0,
  "e_above_lowest_kj_mol": 448.48,
  "multiplicity": 1
}


Entry 6:
{
  "formula": "C3H10N4",
  "method": "wB97M-V/def2-TZVPD",
  "species": ["C", "H", "C", "H", "H", "H", "H", "H", "H", "C", "N", "N", "H", "H", "H", "N", "N"],
  "coordinates": [[0.744190, -1.749165, 0.408839], [-2.196508, 1.588717, -0.463752], [-0.968141, 0.065933, 0.077183], [-1.733438, -1.795281, -0.139914], [0.423160, -2.323785, -0.463182], [-2.750031, -0.569754, -0.676666], [0.354581, -2.239274, 1.302370], [1.674812, 0.970263, -1.410425], [-0.579032, 2.011777, -0.256541], [0.300672, -0.313437, 0.324292], [1.349280, 0.641593, 0.542388], [-1.337934, 1.408595, 0.035200], [1.828786, -1.771860, 0.455214], [2.329546, 2.098481, -0.428944], [1.107565, 1.248993, 1.325847], [-2.025075, -0.837358, -0.025181], [1.477566, 1.565561, -0.606730]],
  "forces_ev_per_angstrom": [[-0.37, 0.16, -0.03], [0.05, 0.05, 0.06], [0.20, 0.20, 0.13], [-0.07, 0.03, -0.04], [0.01, -0.18, -0.04], [0.09, -0.10, 0.02], [0.02, -0.19, 0.08], [0.05, 0.06, 0.20], [0.04, -0.05, -0.15], [0.27, -0.16, -0.12], [0.00, 0.43, 0.01], [-0.17, -0.11, 0.06], [0.04, -0.05, -0.01], [-0.08, -0.20, -0.12], [-0.05, -0.05, -0.20], [0.01, 0.05, -0.02], [-0.02, 0.13, 0.16]],
  "mulliken_charge": [-1.34, 0.23, 0.13, 0.24, 0.36, 0.20, 0.29, 0.21, 0.33, 0.54, -0.42, -0.55, 0.35, 0.24, 0.28, -0.56, -0.54],
  "homo_ha": -0.2701,
  "smiles": "CC(NN)=C(N)N",
  "total_charge": 0,
  "e_above_lowest_kj_mol": 123.11,
  "multiplicity": 1
}


Entry 7:
{
  "formula": "C3H10N4",
  "method": "wB97M-V/def2-TZVPD",
  "species": ["C", "H", "H", "C", "H", "N", "N", "H", "H", "H", "H", "C", "N", "H", "H", "N", "H"],
  "coordinates": [[-0.664813, -1.590231, 0.064491], [3.230593, 0.964332, 0.832708], [0.629979, 1.102808, -2.458693], [-1.697338, 0.714473, 0.286940], [-2.397278, 0.355611, 1.042423], [1.774376, 0.877272, -0.454790], [2.299228, 0.563111, 0.813588], [0.279885, -2.132168, 0.006234], [-1.476004, 1.763547, 0.481591], [-1.261781, -2.027889, 0.864832], [0.071208, 0.031641, 1.301709], [-0.436883, -0.117733, 0.346841], [0.017774, 0.585872, -1.821248], [-2.159354, 0.634414, -0.690303], [2.367120, -0.444001, 0.962595], [0.617001, 0.434850, -0.701035], [-1.193713, -1.715910, -0.877884]],
  "forces_ev_per_angstrom": [[0.11, 0.07, 0.01], [-0.22, -0.16, -0.08], [0.21, -0.25, 0.20], [0.12, 0.15, -0.09], [0.07, -0.03, 0.09], [0.78, -0.16, -0.28], [-0.46, -0.11, 0.49], [-0.02, -0.04, 0.02], [-0.04, 0.00, 0.02], [-0.02, 0.02, 0.01], [-0.09, -0.09, -0.05], [1.52, 0.00, -0.09], [-0.06, 0.10, -0.74], [-0.05, -0.02, -0.06], [0.17, 0.18, -0.15], [-2.02, 0.34, 0.76], [0.01, 0.02, -0.06]],
  "mulliken_charge": [-1.25, 0.30, 0.25, -1.45, 0.39, -0.66, -0.48, 0.36, 0.36, 0.38, 0.46, 0.33, -1.00, 0.37, 0.18, 1.14, 0.32],
  "homo_ha": -0.2804,
  "total_charge": 0,
  "e_above_lowest_kj_mol": 309.90,
  "multiplicity": 1
}


Entry 8:
{
  "formula": "C3H10N4",
  "method": "wB97M-V/def2-TZVPD",
  "species": ["H", "N", "C", "H", "H", "H", "H", "H", "H", "N", "N", "H", "C", "H", "H", "N", "C"],
  "coordinates": [[-1.370574, 0.102192, 1.721385], [0.570961, -1.016738, 0.118479], [0.145120, 0.242445, 0.302875], [1.642809, 2.953941, -0.605619], [-2.307131, -1.098565, -0.397772], [2.179306, -2.168509, -0.978641], [-1.517565, 1.508450, 0.711498], [-1.885309, 0.232346, -1.237319], [2.501267, -0.534754, -0.893634], [0.784494, 1.318123, -0.068699], [-2.226461, -0.057021, -0.350702], [-3.241541, 0.182332, -0.148035], [2.039647, -1.307160, -0.245316], [0.033622, -1.762132, 0.423000], [2.536867, -1.403482, 0.710399], [1.434108, 2.309535, 0.250822], [-1.319622, 0.498997, 0.687271]],
  "forces_ev_per_angstrom": [[-0.90, -0.16, -0.67], [2.83, 3.26, -1.43], [-0.48, -1.12, -0.09], [-0.55, -1.21, 1.23], [0.54, 0.58, 0.18], [-0.81, 0.49, 1.63], [-0.29, 2.34, 0.20], [-0.24, 0.67, -1.46], [-0.67, 0.33, 0.89], [1.22, 1.51, -0.61], [-2.06, -2.02, 1.87], [1.21, 0.40, -0.63], [-0.38, -0.40, -1.31], [-1.27, -1.63, 0.69], [0.48, -0.27, -0.18], [-0.38, -0.65, -1.04], [1.76, -2.12, 0.75]],
  "mulliken_charge": [0.40, -0.18, 0.70, 0.36, 0.39, 0.33, 0.44, 0.36, 0.33, 0.31, -0.30, 0.41, -0.81, 0.21, 0.35, -0.43, -0.86],
  "homo_ha": -0.6805,
  "smiles": "[H]/N=N/C(C[NH3+])=[NH+]\\C",
  "total_charge": 2,
  "e_above_lowest_kj_mol": 380.07,
  "multiplicity": 1
}


Entry 9:
{
  "formula": "C3H10N4O",
  "method": "wB97M-V/def2-TZVPD",
  "species": ["H", "H", "N", "O", "C", "H", "H", "N", "C", "H", "N", "H", "N", "H", "H", "H", "C", "H"],
  "coordinates": [[2.223983, 0.455550, -0.540967], [2.107926, -0.624732, 0.722797], [1.920168, -0.477243, -0.266563], [-0.824605, 1.728761, 2.169723], [-0.031977, -1.860846, -0.414011], [-1.519053, 1.958260, 1.536179], [0.319488, -2.524875, -1.257131], [0.508356, -0.484999, -0.455778], [-0.299105, 0.475486, 0.176883], [0.382122, 0.063452, 2.189924], [-1.219890, 1.065818, -0.494372], [1.072447, 1.466719, 1.415273], [-1.309981, 0.565610, -1.775802], [-1.998875, 1.123003, -2.302367], [-1.155848, -1.816008, -0.532815], [0.190853, -2.278654, 0.565079], [0.116327, 0.922125, 1.562020], [-0.482335, 0.242573, -2.298074]],
  "forces_ev_per_angstrom": [[0.22, -0.31, 0.18], [0.39, 0.16, 0.09], [-0.69, 0.28, 0.29], [-0.57, 0.49, 0.61], [-1.06, 0.30, -0.93], [0.20, -0.13, -0.08], [0.07, 0.91, 1.01], [0.07, -1.42, -1.15], [0.66, 0.48, 0.33], [-0.31, -0.09, 0.02], [1.06, -1.16, 0.15], [-0.27, 0.01, 0.23], [-2.06, 0.81, -1.25], [0.96, -0.53, 0.34], [1.19, 0.14, 0.22], [0.06, -0.50, 0.07], [0.44, 0.13, -1.06], [-0.38, 0.43, 0.94]],
  "mulliken_charge": [0.26, 0.26, -0.74, -0.56, -0.83, 0.36, 0.27, 0.08, 0.58, 0.26, -0.43, 0.21, -0.47, 0.21, 0.28, 0.35, -0.32, 0.24],
  "homo_ha": -0.3035,
  "smiles": "CN(N)/C(CO)=N\\N",
  "total_charge": 0,
  "e_above_lowest_kj_mol": 366.49,
  "multiplicity": 1
}


Entry 10:
{
  "formula": "C3H10N5",
  "method": "wB97M-V/def2-TZVPD",
  "species": ["H", "N", "H", "H", "C", "C", "H", "N", "H", "H", "H", "N", "H", "N", "C", "N", "H", "H"],
  "coordinates": [[-1.730491, 3.174296, -0.345724], [0.545195, -0.384430, -0.304941], [-0.328514, -3.309950, -0.353080], [-1.712139, 1.492222, 0.335058], [-1.345927, 2.475009, 0.391198], [-0.256910, -1.097018, 0.378152], [3.702321, 0.520292, 0.726986], [3.052096, 1.033934, 0.185741], [-1.693788, -2.699498, 0.661456], [-1.487402, -2.267715, -1.000394], [-0.108336, -0.971864, 1.424425], [0.058227, 2.736108, 0.393667], [0.583546, -0.770504, -1.275378], [0.917285, 1.969016, 0.581898], [-0.880860, -2.408319, -0.116146], [1.986684, 1.537147, 0.808548], [-1.685741, 2.609155, 1.402118], [3.105643, 0.560024, -0.794663]],
  "forces_ev_per_angstrom": [[-0.52, -0.15, 0.37], [-0.59, -0.58, -1.66], [0.97, 0.28, 0.49], [0.31, -1.75, -1.31], [-0.54, 0.68, 0.55], [2.16, -2.48, -1.25], [0.13, 0.00, 1.68], [-0.96, -0.43, -3.34], [1.47, 0.20, -1.13], [-0.04, 0.51, -0.46], [-1.00, 0.42, 1.16], [-0.05, 1.23, -0.33], [-0.24, 0.56, 0.60], [2.44, -2.05, -1.06], [-3.12, 0.44, 1.83], [1.27, 0.06, 1.42], [-0.27, 1.40, 0.57], [-1.43, 1.65, 1.89]],
  "mulliken_charge": [0.31, -0.41, 0.36, 0.29, -0.65, 0.04, 0.28, -0.32, 0.29, 0.36, 0.42, -0.55, 0.18, 1.11, -1.17, -0.22, 0.36, 0.32],
  "homo_ha": -0.5212,
  "total_charge": 1,
  "e_above_lowest_kj_mol": 623.74,
  "multiplicity": 1
}